Version one
A gas-phase ion, C3H7N4 (charge +1). Source: OMol25; level of theory: ωB97M-V with the def2-TZVPD basis set.

Molar mass   99.12 g mol⁻¹
Gap between HOMO and LUMO   8.1379 eV

The geometry in ORCA input format:
```
! RIJCOSX wB97M-V def2-TZVPD def2/J DEFGRID3
* xyz 1 1
C -1.18627 0.61644 -0.50122
C -1.17968 -0.98779 1.05354
C 0.94470 0.45509 0.64168
N -2.32336 -0.97434 0.45769
N -2.34692 -0.02120 -0.45100
N -0.39942 0.01722 0.40295
N 1.93940 -0.42477 -0.22167
H -0.90042 1.54830 -0.97601
H 1.63086 -1.33689 -0.08575
H 1.24718 1.35490 0.23181
H 1.10796 0.19041 1.62173
H -3.24601 -0.02062 -0.88799
H 1.86111 -0.34731 -1.20262
H 2.85087 -0.06943 -0.08315
*
```

Charge distribution, Mulliken scheme, values in e: -0.043 -0.256 -0.596 -0.525 0.230 0.066 -0.310 0.370 0.345 0.381 0.446 0.238 0.312 0.343

***

Version two
A gas-phase ion, C3H7N4 (charge +1). Source: OMol25; level of theory: ωB97M-V with the def2-TZVPD basis set.

Molar mass   99.12 g mol⁻¹
Gap between HOMO and LUMO (spin up / spin down)   8.8029 / 7.7190 eV

The geometry in ORCA input format:
```
! RIJCOSX wB97M-V def2-TZVPD def2/J DEFGRID3
* xyz 1 1
C -1.69244 1.00928 0.37541
C -0.49222 1.90353 0.31020
C -0.57437 -1.11798 -0.00271
N -1.60778 -0.23339 0.34931
N 0.58381 1.46379 -0.02047
N 0.40108 -0.62859 -0.82109
N 1.71510 -0.74518 -0.43593
H -2.75191 1.39373 0.37273
H -0.75670 2.93787 0.56878
H -0.08219 -1.64086 0.93788
H -1.06313 -1.98651 -0.46661
H 2.25164 0.11993 -0.55922
H 2.11717 -1.41507 -1.08866
H 1.95194 -1.06056 0.48040
*
```

Charge distribution, Mulliken scheme, values in e: -0.095 0.060 -0.231 -0.313 -0.388 -0.417 -0.069 0.376 0.369 0.310 0.290 0.411 0.345 0.352

***

Version three
A gas-phase ion, C3H7N4 (charge +1). Source: OMol25; level of theory: ωB97M-V with the def2-TZVPD basis set.

Molar mass   99.12 g mol⁻¹
Gap between HOMO and LUMO   8.7502 eV

The geometry in ORCA input format:
```
! RIJCOSX wB97M-V def2-TZVPD def2/J DEFGRID3
* xyz 1 1
C 0.24582 -1.92792 0.00456
C -1.06420 -0.03430 0.01240
C 1.81760 1.21903 0.01351
N 1.21151 -1.11745 -0.17449
N -1.04914 -1.29621 0.15292
N 1.04339 0.07450 -0.37560
N -1.93541 0.87842 -0.25001
H 0.22802 -3.00718 0.21903
H 1.16076 1.99915 -0.10610
H 1.95176 1.07724 1.17052
H 2.86015 1.14170 -0.41157
H -1.89168 -1.68226 0.54729
H -2.78001 0.80650 -0.72808
H -1.79857 1.86878 -0.07439
*
```

Charge distribution, Mulliken scheme, values in e: -0.113 0.347 -0.603 -0.378 -0.082 0.115 -0.300 0.384 0.283 0.313 0.265 0.289 0.230 0.250

***

Tell me which of them is the most stable. Sure, it is version one.

***

Version one
A molecular structure, C2H5NO3. Source: OMol25; level of theory: ωB97M-V with the def2-TZVPD basis set.

Molar mass   91.07 g mol⁻¹
Gap between HOMO and LUMO (spin up / spin down)   9.3982 / 7.9518 eV

The geometry in ORCA input format:
```
! RIJCOSX wB97M-V def2-TZVPD def2/J DEFGRID3
* xyz 0 1
C -2.15432 0.51233 0.11379
C -0.59040 0.00035 0.06950
O -0.50291 1.30576 -0.29962
O 3.28089 -1.93278 0.14158
N 3.54240 -0.72683 -0.21850
O 4.54254 -0.08483 -0.51104
H -3.02931 -0.02685 0.36572
H -2.12191 1.38912 0.81385
H -2.32714 0.91179 -0.92080
H -0.22553 -0.45443 1.02267
H -0.41432 -0.89364 -0.57715
*
```

Charge distribution, Mulliken scheme, values in e: -1.022 -0.101 -0.325 -0.294 0.603 -0.308 0.425 0.274 0.274 0.236 0.236

***

Version two
2 unconnected molecules or ions with the total composition C2H5NO3. Source: OMol25; level of theory: ωB97M-V with the def2-TZVPD basis set.

Structure (SMILES)   O=CNC=O.O
Molar mass   91.07 g mol⁻¹
Gap between HOMO and LUMO   11.1647 eV

The geometry in ORCA input format:
```
! RIJCOSX wB97M-V def2-TZVPD def2/J DEFGRID3
* xyz 0 1
O 0.55724 -1.04776 -2.33717
C -0.12483 -0.15152 -1.95929
N -0.10363 0.29793 -0.57037
C -0.83959 -0.33793 0.51469
O -1.49755 0.17560 1.35498
H -0.87386 0.27938 -2.61909
H 0.23607 1.22333 -0.33821
H -0.52464 -1.40523 0.52377
O 1.60753 0.72606 2.22744
H 1.66685 0.79827 3.18387
H 0.85148 1.20484 1.89423
*
```

Charge distribution, Mulliken scheme, values in e: -0.372 -0.030 -0.054 0.008 -0.437 0.355 0.220 0.312 -0.624 0.315 0.306

***

Version three
2 unconnected molecules or ions with the total composition C2H5NO3. Source: OMol25; level of theory: ωB97M-V with the def2-TZVPD basis set.

Structure (SMILES)   NC=O.O=CO
Molar mass   91.07 g mol⁻¹
Gap between HOMO and LUMO   10.0907 eV

The geometry in ORCA input format:
```
! RIJCOSX wB97M-V def2-TZVPD def2/J DEFGRID3
* xyz 0 1
N -1.09110 -1.67177 0.57705
C 0.22963 -1.44538 0.88784
O 0.93455 -2.36892 1.22712
H -1.40340 -2.59589 0.31612
H -1.61078 -0.94674 0.10872
H 0.51648 -0.42312 0.66088
O -0.87871 2.47200 -0.17856
C 0.22088 2.26784 -0.56302
O 0.66865 1.01972 -0.82898
H 1.02440 2.99099 -0.79236
H 1.38941 0.70126 -1.41480
*
```

Charge distribution, Mulliken scheme, values in e: -0.388 0.276 -0.564 0.232 0.242 0.221 -0.413 0.220 -0.456 0.303 0.327

***

Version four
2 unconnected molecules or ions with the total composition C2H5NO3. Source: OMol25; level of theory: ωB97M-V with the def2-TZVPD basis set.

Structure (SMILES)   NC=O.O=CO
Molar mass   91.07 g mol⁻¹
Gap between HOMO and LUMO   10.3742 eV

The geometry in ORCA input format:
```
! RIJCOSX wB97M-V def2-TZVPD def2/J DEFGRID3
* xyz 0 1
N 0.93771 -0.33949 -0.98800
C 2.22615 -0.69434 -0.66793
O 3.17926 -0.02330 -1.00722
H 1.02582 0.49562 -1.52883
H 0.27376 -1.07329 -1.15309
H 2.35925 -1.62215 -0.09236
O -2.61049 0.27619 -0.09987
C -2.27426 0.12239 1.03608
O -1.23166 0.73083 1.56345
H -2.81738 -0.57079 1.69867
H -1.15279 0.59726 2.51366
*
```

Charge distribution, Mulliken scheme, values in e: -0.323 0.081 -0.538 0.225 0.229 0.328 -0.454 0.195 -0.404 0.317 0.344

***

Tell me which of them is the most stable. Sure, it is version four.